The following is a DFT calculation (ωB97M-V with the def2-TZVPD basis set) of a structure of composition C30H67N2O7PS in a non-equilibrium geometry.

The geometry in ORCA input format:
```
! RIJCOSX wB97M-V def2-TZVPD def2/J DEFGRID3
* xyz 0 1
H -0.160 -4.250 1.800
H 1.176 -6.407 -1.334
H -5.756 5.004 0.279
H -0.865 2.063 1.107
H 1.352 -5.120 1.807
H -2.682 0.893 -3.332
H -1.916 -5.995 -0.150
C 1.518 -7.178 -2.026
H 4.593 4.435 -3.266
H -1.552 -3.509 -4.534
H -0.227 0.177 3.439
H 0.915 5.582 1.163
H 6.866 6.200 -4.325
H -2.855 1.465 -0.919
H -4.266 4.549 2.253
H 4.284 3.216 1.968
C -3.602 0.821 -1.369
C 1.038 -1.254 -1.216
H 2.750 -5.629 -3.698
H -6.714 4.684 1.735
H -2.154 -2.819 7.119
C -2.500 -3.114 -4.175
H 2.245 -3.769 -0.824
C -1.568 -0.437 -2.159
H -1.032 4.507 2.338
O 6.701 4.234 -4.936
H 7.030 4.960 -3.075
H 6.234 2.538 0.548
H -3.153 -0.656 0.128
H -1.080 -0.863 5.983
C 0.065 0.864 2.646
C -0.533 0.531 -1.929
O -2.716 -0.422 4.801
H -5.026 2.964 2.447
O -0.083 4.280 4.119
H 0.631 1.686 3.096
C -2.757 -2.083 6.584
H -1.716 0.568 1.475
H 4.419 5.652 -4.524
O 1.798 -5.535 -3.796
H 1.373 4.026 1.877
C 2.404 -1.630 -0.700
H 0.928 -2.209 1.152
H -0.585 6.026 3.134
H -2.015 -5.325 -2.673
H 1.178 0.755 1.053
H -3.606 3.801 0.158
C 1.043 5.041 2.102
C 0.764 0.117 -1.467
H 0.541 -4.807 0.286
S 0.797 2.480 -1.694
H 5.108 4.646 1.331
H 1.041 -8.123 -1.761
N -0.635 1.839 -2.098
C -2.902 0.144 -2.575
H -4.627 -0.985 -0.755
H 3.127 -1.468 -1.499
C -0.246 5.010 2.903
C -1.801 -4.649 -1.846
O -3.858 3.133 0.804
C 1.573 -3.076 1.154
H -1.558 -2.082 4.793
H 0.124 -6.660 -3.585
H -0.719 -4.659 -1.732
H -3.153 -1.369 7.310
H -1.815 1.931 2.599
P -2.516 -3.024 -2.328
H 1.539 -7.555 -4.155
C -4.027 -0.195 -0.320
C 4.990 5.382 -3.632
C -6.014 4.244 1.022
H 2.207 -3.007 2.034
H -3.049 0.225 5.430
O 3.322 4.251 0.461
H -3.331 -3.727 -4.503
H -3.562 -0.598 -3.007
H -3.607 -2.590 6.127
H 1.841 5.524 2.670
H 2.667 -0.900 0.066
C 2.503 -3.023 -0.075
H 4.826 6.147 -2.872
H 3.529 -3.152 0.252
C -1.157 1.389 1.920
H -2.764 -4.443 0.092
C 0.034 -2.123 -1.469
H -6.514 3.430 0.496
C -4.768 3.733 1.721
C 0.774 -4.380 1.258
H 2.597 -7.285 -1.887
H 2.795 3.483 0.221
C 1.199 -6.783 -3.456
C 4.526 3.769 1.054
C -1.936 -1.370 5.525
C 5.305 2.888 0.094
C -1.264 -1.747 -1.962
C -2.517 -5.224 -0.621
H 0.602 4.718 4.633
H 4.712 2.018 -0.198
H 6.221 4.476 -5.733
H -3.464 -5.663 -0.916
H -2.600 -2.123 -4.601
H 5.545 3.439 -0.817
C 6.465 5.247 -3.961
H -4.559 0.303 0.487
O 0.914 0.142 1.748
H 0.221 -3.169 -1.300
N 1.586 1.142 -1.300
H -4.453 1.396 -1.717
*
```

M	630.91	g/mol
HOMO energy	-0.2847	Eh
gap between HOMO and LUMO	7.38	eV

Results of the Mulliken charge analysis, in e, for atoms 1 through 99: H 0.276; H -0.064; H 0.327; H 0.143; H 0.466; H 0.482; H 0.385; C -0.654; H 0.199; H 0.357; H 0.069; H 0.330; H 0.278; H -0.065; H 0.247; H 0.262; C 0.165; C 0.235; H 0.287; H 0.383; H 0.354; C -1.305; H 0.067; C -1.412; H -0.021; O -0.519; H 0.273; H 0.375; H 0.094; H 0.262; C -0.134; C 0.801; O -0.452; H 0.285; O -0.504; H 0.193; C -1.205; H -0.132; H 0.420; O -0.498; H -0.110; C -1.084; H -0.198; H 0.356; H 0.375; H 0.044; H 0.197; C -0.559; C 0.210; H -0.203; S 0.132; H 0.362; H 0.359; N -0.674; C -1.769; H 0.429; H 0.633; C -0.088; C 0.576; O -0.226; C 0.159; H 0.209; H 0.199; H -0.445; H 0.353; H 0.372; P 0.231; H 0.342; C -1.217; C -0.927; C -1.142; H 0.558; H 0.261; O -0.379; H 0.403; H 0.487; H 0.287; H 0.330; H 0.226; C -0.790; H 0.283; H 0.544; C -0.272; H 0.327; C 0.205; H 0.263; C -0.314; C -0.974; H 0.381; H 0.125; C -0.279; C -0.277; C -0.072; C -0.728; C 1.795; C -1.519; H 0.293; H 0.165; H 0.296


The following is a DFT calculation (ωB97M-V with the def2-TZVPD basis set) of a structure of composition C30H68F4N5O11S4V in a non-equilibrium geometry.

The geometry in ORCA input format:
```
! RIJCOSX wB97M-V def2-TZVPD def2/J DEFGRID3
* xyz 2 3
S 0.486 -0.184 5.086
S 0.196 -3.571 2.156
C 8.939 -3.579 -2.944
O 0.241 0.099 0.647
H -4.133 4.385 -5.289
C -3.688 -0.476 7.186
H -5.156 -2.664 3.814
H -9.471 -1.657 6.691
H -4.230 -2.379 6.368
N 6.652 -2.755 -3.411
O -2.746 -3.589 3.116
H -6.580 0.644 2.883
O -7.743 -1.825 5.645
F -3.060 -2.445 1.164
C 2.412 5.415 -4.569
H 3.690 -3.281 -0.409
C 0.347 4.018 -4.475
C -3.681 -0.787 4.294
H -0.561 5.407 0.129
H -2.905 0.029 6.621
H 0.230 3.682 -5.505
F 0.197 -1.688 4.567
H 3.297 -3.881 -6.607
C 4.742 -3.579 -4.997
O 1.706 2.272 5.159
H 2.682 6.471 -4.550
H 0.512 5.988 -5.238
H 9.830 -3.639 -3.568
H 5.200 -4.568 -5.024
C -4.646 -1.373 6.426
H -4.309 0.353 7.525
H -6.388 -3.439 5.701
H -1.634 3.691 1.560
H 3.891 -3.554 -4.317
H 0.742 4.307 -1.749
O 0.040 -4.437 3.295
H 6.552 -3.141 -1.376
C 4.697 -2.029 -1.867
C -2.123 4.713 -4.732
H 5.417 -4.117 -2.267
H -3.316 2.018 -5.217
H -7.516 -3.353 4.334
O -0.585 2.917 4.385
H 2.902 4.959 -3.709
O 1.830 -0.641 5.517
H 8.750 -2.253 -1.302
F 1.460 -2.626 2.566
H -3.029 -1.624 4.543
C -6.910 -2.764 5.022
H -1.997 5.795 -4.702
H -3.894 2.380 -3.523
O -2.107 -4.542 0.758
F 1.151 2.459 2.862
H 0.407 4.017 0.499
C -1.741 3.614 0.478
H -5.194 1.183 5.607
H -3.960 4.378 -3.531
H -2.636 4.204 0.285
H -6.694 0.257 5.445
C -5.906 1.209 3.527
H -1.546 2.084 -2.882
H -5.556 -1.420 7.025
H -8.634 -3.206 6.880
H 9.742 -1.600 -2.614
C -5.755 0.514 4.955
C -5.852 -1.986 4.309
H 4.647 -2.124 0.307
C 2.764 -1.274 -0.511
H -1.179 1.936 -4.583
H -3.238 -1.031 8.009
S -2.082 -3.501 1.808
S 0.573 1.989 4.304
C 7.718 -3.890 -3.723
H 7.085 -0.702 -2.654
H 4.923 -3.540 -7.124
N -5.056 -0.840 4.975
N -1.134 3.934 -3.856
N -0.773 -2.386 1.957
H 7.879 -1.270 -4.130
N 0.266 0.442 3.764
C 5.750 -2.451 -4.659
H 7.250 -4.873 -3.660
O -0.622 0.031 6.077
H -2.258 4.180 -2.022
H 5.268 -1.539 -4.306
C 0.926 5.417 -4.406
H 2.035 -1.824 0.083
H 6.414 -2.173 -5.477
C -0.250 3.941 -1.483
C 5.785 -3.098 -2.149
C 7.570 -1.557 -3.125
C -1.293 4.504 -2.412
H 5.176 -1.058 -1.741
C 4.181 -3.290 -6.366
H 3.925 -1.871 -2.620
V -0.623 -0.321 1.930
C 8.835 -2.159 -2.385
H -1.844 4.506 -5.765
H 9.234 -4.279 -2.162
H -6.409 -1.512 3.501
C -0.497 4.330 -0.023
C -3.475 4.102 -4.467
H -0.163 2.854 -1.480
O -2.020 0.435 1.844
C -3.182 2.614 -4.314
O 0.696 -4.168 0.905
H 0.756 5.939 -3.465
H 0.974 3.302 -3.945
H 2.897 4.968 -5.437
H -3.924 -1.016 3.256
H 3.899 -2.273 -6.640
C 3.994 -2.245 -0.557
C -8.920 -2.435 6.164
H -4.946 1.264 3.015
H -1.872 2.570 0.196
H -6.359 2.198 3.594
H 2.415 -0.992 -1.504
H 8.015 -3.727 -4.759
C -1.703 2.553 -3.853
H 3.005 -0.381 0.065
H -1.238 5.593 -2.429
H -9.609 -2.816 5.409
H -3.245 0.209 4.369
*
```

M	930.10	g/mol
<S²>	2.037
HOMO energy (alpha / beta)	-0.4855 / -0.5106	Eh
gap between HOMO and LUMO (alpha / beta)	8.85 / 5.85	eV

Results of the Mulliken charge analysis, in e, for atoms 1 through 99: S 0.580; S 0.976; C -0.626; O -0.707; H 0.448; C -1.338; H 0.415; H 0.265; H 0.549; N 0.122; O -0.498; H 0.326; O -0.266; F -0.249; C -1.555; H 0.434; C -0.932; C -2.253; H 0.383; H 0.295; H 0.593; F -0.247; H 0.385; C -0.030; O -0.521; H 0.402; H 0.393; H 0.355; H 0.235; C -0.509; H 0.392; H 0.377; H 0.351; H 0.310; H 0.189; O -0.570; H 0.506; C 0.054; C -0.759; H 0.468; H 0.324; H 0.586; O -0.581; H 0.356; O -0.558; H 0.323; F -0.334; H 0.331; C -1.041; H 0.457; H 0.270; O -0.554; F -0.295; H 0.349; C -1.042; H 0.372; H 0.299; H 0.422; H 0.421; C -1.075; H 0.186; H 0.432; H 0.333; H 0.368; C -0.457; C -0.555; H 0.468; C -0.693; H 0.430; H 0.374; S 0.790; S 0.831; C -0.562; H 0.394; H 0.373; N 1.164; N 0.474; N 0.174; H 0.487; N 0.373; C -1.068; H 0.433; O -0.491; H 0.519; H 0.566; C -0.047; H -0.115; H 0.600; C -0.288; C -1.061; C -0.639; C -1.019; H 0.094; C -1.522; H 0.279; V 2.230; C -0.662; H 0.483; H 0.314